[1]
Formula: C37H43N9O3RuS
Source: OMol25
Level of theory: ωB97M-V/def2-TZVPD

Geometry (Å):
Ru 0.1180 -0.3408 0.2278
C -6.8116 2.1424 -1.1137
C -5.3678 1.7412 -1.1549
C -4.5937 1.9329 -2.3005
C -3.2700 1.5820 -2.3092
C -2.6142 1.0217 -1.1824
N -1.2855 0.7333 -1.2659
C -0.4744 1.5200 -2.0456
C -0.6800 2.9167 -2.1014
C 0.1716 3.7578 -2.7733
C 1.2940 3.2604 -3.4349
C 2.2835 4.1697 -4.1009
C 1.5097 1.8887 -3.4009
C 0.6503 1.0178 -2.7474
N 0.9678 -0.3641 -2.8297
C 1.5734 -0.9830 -3.8737
C 1.8653 -2.2642 -3.4768
C 1.4005 -2.3472 -2.1566
N 0.8547 -1.2023 -1.7852
C -3.4271 0.7663 -0.0417
C -4.7640 1.1433 -0.0578
N -2.9531 0.1695 1.1485
C -3.5059 0.2764 2.3824
C -2.7966 -0.5324 3.2304
C -1.8053 -1.1048 2.4280
N -1.9101 -0.6734 1.1737
H -6.9930 2.9840 -1.7799
H -7.1130 2.4137 -0.1033
H -7.4483 1.3169 -1.4399
H -5.0450 2.3616 -3.1866
H -2.6856 1.7152 -3.2090
H -1.5080 3.3239 -1.5375
H -0.0098 4.8257 -2.7641
H 1.8336 5.1322 -4.3376
H 2.6801 3.7277 -5.0140
H 3.1317 4.3489 -3.4343
H 2.3932 1.4851 -3.8783
H 1.7317 -0.4846 -4.8136
H 2.3379 -3.0393 -4.0532
H 1.4397 -3.1740 -1.4682
H -5.3731 0.9552 0.8149
H -4.3254 0.9328 2.6099
H -2.9545 -0.6775 4.2839
H -1.0475 -1.8261 2.6867
C 2.2600 3.8875 0.0535
C 2.1772 2.3786 0.1320
O 1.0474 1.8815 0.1893
C 3.3805 1.5822 0.1465
C 4.6272 2.1434 -0.1911
C 5.7661 1.3845 -0.2538
C 5.6876 0.0104 0.0199
C 4.4989 -0.5670 0.3786
C 3.2981 0.1903 0.4815
O 2.2330 -0.3880 0.9209
H 1.2551 4.2824 0.1897
H 2.6299 4.2042 -0.9229
H 2.9220 4.2870 0.8219
H 4.6884 3.1998 -0.4240
H 6.7136 1.8321 -0.5209
H 6.5806 -0.5986 -0.0510
H 4.4287 -1.6244 0.6016
S -1.0663 2.5174 2.2580
C 0.4063 2.2878 3.0009
N 1.2077 3.2621 3.4636
C 2.4522 2.7622 4.0390
C 2.3174 1.2394 3.8494
N 0.9857 1.0956 3.2635
H 0.9067 4.2149 3.5446
H 2.5372 3.0413 5.0897
H 3.3159 3.1618 3.5035
H 2.3743 0.7045 4.7977
H 3.0818 0.8432 3.1818
H 0.7709 0.2903 2.6906
C 0.9919 -4.3804 2.6726
N -0.1590 -4.6810 1.8362
C -0.7511 -5.9970 2.0113
C -2.1659 -6.0022 1.4698
C -2.1218 -5.5118 0.0362
N -1.4973 -4.1989 -0.0186
C -1.8658 -3.3669 -1.1485
C -0.4913 -3.8313 0.8214
O 0.1086 -2.7461 0.7052
H 0.6966 -4.3531 3.7237
H 1.3984 -3.4177 2.3812
H 1.7627 -5.1449 2.5476
H -0.7478 -6.2283 3.0776
H -0.1448 -6.7576 1.5048
H -2.7857 -5.3283 2.0648
H -2.5920 -7.0030 1.5202
H -3.1300 -5.4240 -0.3694
H -1.5692 -6.2231 -0.5896
H -2.9495 -3.2387 -1.1716
H -1.5487 -3.8266 -2.0892
H -1.3968 -2.3953 -1.0536

Atoms 1-6, force components in eV/Å:
Ru 1.20 0.00 -0.24
C 0.03 -0.09 -0.03
C 0.10 0.07 0.02
C -0.07 0.05 -0.03
C -0.01 -0.03 0.03
C -0.15 0.06 -0.27

LUMO (alpha / beta) in eV: -1.8 / -4.5
Energy relative to the best compared isomer or geometry (same formula, charge and spin) in kcal per mole: 2.1
⟨S²⟩: 8.8021
2S+1: 6
Net charge: +1
E_HOMO (alpha / beta) in hartree: -0.3520 / -0.3542
HOMO-LUMO gap (alpha / beta) in Eh: 0.287 / 0.189

=====

[2]
Formula: C2H8N2S
Source: OMol25
Level of theory: ωB97M-V/def2-TZVPD

Geometry (Å):
C 0.9920 1.2346 1.2365
N -2.2899 0.9063 -0.1706
C -0.8509 0.4747 0.1020
N -0.4364 1.3100 1.1889
H 1.3519 1.3156 2.2829
H 1.5064 2.0253 0.6700
H 1.3515 0.2270 0.8687
H -2.2540 1.6450 0.5631
H -2.4364 1.3708 -1.0457
H -0.3111 0.6339 -0.8394
H -0.8939 -0.6487 0.3127
S 1.1305 -1.8397 -1.0548
H 1.8343 -2.9027 -1.0945

Atoms 1-6, force components in eV/Å:
C 0.28 -1.36 1.59
N 1.20 -0.02 2.40
C -3.10 2.53 -0.33
N 1.85 -2.28 -1.94
H -0.30 0.43 -0.41
H -0.27 -0.09 -0.27

LUMO in eV: -4.0
Energy relative to the best compared isomer or geometry (same formula, charge and spin) in kcal per mole: 129.7
E_HOMO in hartree: -0.3006
HOMO-LUMO gap in Eh: 0.155

=====

[3]
Formula: C5H6N
Source: OMol25
Level of theory: ωB97M-V/def2-TZVPD

Geometry (Å):
C -0.4852 1.2253 0.5081
C 0.9206 0.7646 0.1645
C -2.1269 -0.7365 0.5568
C -1.3491 0.1524 0.4015
C 1.2524 -0.2530 -0.4818
N 1.4644 -1.3352 -1.1050
H -0.5531 1.6921 1.4684
H -0.6633 2.1263 -0.0555
H 1.6848 1.4067 0.3899
H -2.8836 -1.5111 0.7505
H 1.4146 -2.1655 -0.5531
H 1.3244 -1.3661 -2.0445

Atoms 1-6, force components in eV/Å:
C 2.16 1.38 -0.33
C -1.54 1.30 0.67
C -1.29 -1.39 0.21
C -2.33 -1.38 0.07
C -0.18 -2.21 -1.36
N -0.19 1.40 3.67

Structure (SMILES): C#CCC=C=[NH2+]
LUMO in eV: -5.0
Energy relative to the best compared isomer or geometry (same formula, charge and spin) in kcal per mole: 91.8
Net charge: +1
E_HOMO in hartree: -0.5237
HOMO-LUMO gap in Eh: 0.340

=====

[4]
Formula: C4H6N2O2
Source: OMol25
Level of theory: ωB97M-V/def2-TZVPD

Geometry (Å):
C 0.6268 -0.1406 1.2474
C 0.1193 0.3280 -1.2322
C 0.1874 0.8434 0.1675
N -0.1481 1.2281 -2.1785
C -0.3319 -1.2347 1.0141
N -1.1154 -1.8830 1.7536
O 0.1581 -0.9271 -1.5787
O -0.1076 2.0143 0.3858
H -0.3004 0.9427 -3.1326
H -0.2760 2.1922 -1.8998
H -0.9380 -1.7559 2.7648
H 1.6610 -0.4582 1.0628
H 0.5553 0.3376 2.2290
H -0.0907 -1.4868 -0.6033

Atoms 1-6, force components in eV/Å:
C -0.01 1.02 0.55
C -1.37 -2.24 -3.39
C 0.55 1.50 2.53
N 0.53 -0.23 0.98
C -0.14 -1.80 -3.65
N 0.24 -0.51 1.19

LUMO in eV: -1.3
Energy relative to the best compared isomer or geometry (same formula, charge and spin) in kcal per mole: 91.0
E_HOMO in hartree: -0.2514
HOMO-LUMO gap in Eh: 0.202